Entry 1:
C5H9N2 | ωB97M-V with the def2-TZVPD basis set

Geometry as XYZ:
```
16
Properties=species:S:1:pos:R:3:mulliken_charge:R:1
C 0.3590 0.3743 -2.2453 -1.291
C 0.8844 -0.4053 -1.0321 -0.259
C 0.1955 -0.0955 0.2646 0.299
C 0.1068 -1.0802 1.2581 -0.450
N -0.5282 -0.4319 2.2984 -0.025
C -0.8728 0.7815 1.9722 -0.218
N -0.5822 0.9569 0.6559 -0.063
H -0.6858 0.2624 -2.5465 0.365
H 0.9776 -0.0241 -3.0795 0.353
H 0.6153 1.4344 -2.2202 0.365
H 1.9565 -0.3717 -0.8879 0.312
H 0.7127 -1.4785 -1.1934 0.314
H 0.1940 -2.1304 0.9998 0.334
H -0.8513 -0.9508 3.1056 0.261
H -1.4319 1.4958 2.5430 0.426
H -1.0495 1.6631 0.1074 0.275
```

* HOMO level: -13.93 eV
* net charge: +1
* LUMO: -3.42 eV
* relative energy (zero: lowest compared OMol25 entry of this formula, charge and spin): 32.4 kcal per mole
* structure (SMILES): CCc1c[nH]c[nH+]1
* gap between HOMO and LUMO: 10.514 eV

Entry 2:
C38H75Br2F3N7O2S | ωB97M-V with the def2-TZVPD basis set

Geometry as XYZ:
```
128
Properties=species:S:1:pos:R:3:mulliken_charge:R:1
C 2.8604 4.1501 1.2580 0.084
C 2.1151 3.7437 0.3889 -2.060
C 1.1846 3.3810 -0.7840 0.428
C -0.2510 4.0053 -0.6179 0.942
C -0.1592 5.5852 -0.6046 -1.167
C -0.0062 6.2677 -2.0097 -1.037
C 1.5190 6.4015 -2.4552 -0.200
C 1.7416 6.1550 -4.0075 -1.075
C 3.0284 5.2699 -4.2041 -0.383
C 4.3105 5.8226 -3.4682 -0.798
C 4.8348 4.6742 -2.4991 0.140
C 6.3726 4.8042 -2.1948 -0.746
C 6.7213 3.8471 -0.9800 -0.724
O 6.0171 4.1800 0.2124 -0.279
C 6.5065 5.3822 0.8087 -0.706
N -0.8477 3.6769 0.7342 -0.190
C -1.2678 2.2483 0.8795 -0.629
C -1.7124 2.0358 2.3613 -0.869
C -0.5809 1.3435 3.2315 0.761
N -1.1799 0.9174 4.5197 -0.620
N 0.5490 2.2625 3.4909 -0.669
N -0.0050 0.1203 2.6034 -0.577
C -2.4046 2.0158 -0.1964 1.300
C -2.7744 0.4615 -0.0806 -0.654
C -4.1297 0.1711 0.6573 -1.209
N -3.5989 2.8491 0.0318 -0.632
C -4.3350 2.9928 -0.9471 0.462
S -5.0836 3.5163 -2.2569 -0.245
O -1.7887 2.1511 -1.4720 -0.157
C -1.1887 3.4251 -1.7360 -1.427
C -0.4738 3.2435 -3.1416 0.959
C -1.5278 3.1470 -4.3022 -1.046
C -1.4438 1.8439 -5.1595 0.504
F -2.5581 1.8749 -6.0102 -0.346
Br -1.6588 0.1976 -4.0943 -0.008
C -0.1620 1.8080 -6.1208 0.514
F -0.5909 1.9840 -7.4166 -0.243
F 0.6908 2.8616 -5.8610 -0.162
Br 0.8822 0.1521 -6.1109 -0.107
H 3.5129 4.2194 2.1389 0.495
H 1.7142 3.7557 -1.6941 -0.047
H 1.1484 2.2628 -0.8218 0.909
H -1.0630 6.0519 -0.1163 0.579
H 0.7079 5.9371 0.0192 0.225
H -0.3456 7.3311 -1.8716 0.523
H -0.6579 5.8611 -2.8158 0.445
H 1.8358 7.4633 -2.2734 0.618
H 2.1986 5.7839 -1.8144 -0.018
H 0.8345 5.7569 -4.5273 0.391
H 1.9457 7.1527 -4.4843 0.434
H 3.2679 5.2155 -5.2944 0.500
H 2.7736 4.2496 -3.8018 0.056
H 5.1118 6.1077 -4.1998 0.458
H 4.1252 6.7234 -2.8353 0.267
H 4.2247 4.6111 -1.5635 -0.223
H 4.7156 3.7039 -3.0578 0.291
H 6.9405 4.4309 -3.0804 0.404
H 6.6848 5.8528 -1.9712 0.322
H 6.4080 2.8200 -1.3138 0.338
H 7.8361 3.7855 -0.8355 0.393
H 7.6289 5.3902 0.8364 0.358
H 6.1080 6.3119 0.3296 0.244
H 6.1409 5.3890 1.8691 0.212
H -1.6871 4.2769 0.8277 0.821
H -0.2285 3.9449 1.5151 0.927
H -0.4144 1.6107 0.5563 0.306
H -2.6297 1.4244 2.4984 -0.011
H -1.8972 3.0447 2.8232 0.405
H -1.6854 0.0473 4.3073 0.318
H -0.3913 0.5924 5.0942 0.391
H 1.2558 1.7063 3.9899 0.390
H 1.0077 2.4926 2.5983 0.010
H -0.7025 -0.4450 2.1139 0.118
H 0.7659 0.3437 1.9724 0.289
H -2.9046 0.1240 -1.1423 0.349
H -1.9019 -0.0605 0.3731 0.229
H -4.9658 0.1650 -0.0888 0.422
H -4.3870 0.8809 1.4755 0.418
H -4.0629 -0.8430 1.1341 0.125
H -2.0010 4.1886 -1.9253 0.395
H 0.3373 3.9835 -3.3085 -1.264
H 0.0321 2.2395 -3.0726 0.528
H -2.5391 3.1144 -3.8120 -0.057
H -1.5478 4.0328 -4.9796 0.551
C -6.0356 -4.1804 1.1454 -1.146
C -5.5007 -5.1702 2.1718 -0.329
N -4.1381 -5.6083 1.9143 0.151
C -3.7305 -6.7347 2.7494 -0.336
C -3.6398 -6.5041 4.2601 -1.044
C -3.1458 -4.5550 1.7677 -0.188
C -2.9574 -3.5879 2.9410 -0.377
H -5.9847 -4.5953 0.1364 0.330
H -7.0815 -3.9533 1.3628 0.457
H -5.4894 -3.2342 1.1625 0.017
H -6.1562 -6.0456 2.1469 0.491
H -5.6073 -4.7282 3.1728 0.240
H -2.7688 -7.1184 2.3924 0.068
H -4.4382 -7.5519 2.5748 0.400
H -2.7452 -5.9401 4.5261 0.150
H -3.5736 -7.4650 4.7757 0.399
H -4.5130 -5.9838 4.6571 0.345
H -3.4000 -3.9656 0.8802 0.357
H -2.1768 -5.0015 1.5212 -0.375
H -3.9050 -3.2688 3.3794 0.276
H -2.4411 -2.6862 2.5926 -0.144
H -2.3390 -4.0203 3.7267 0.263
C 0.5771 -6.2343 3.2292 -1.233
C 1.3630 -7.4588 2.7832 -0.409
N 0.6946 -8.2427 1.7576 0.182
C 1.3288 -9.5349 1.5205 -0.670
C 2.7506 -9.5427 0.9520 -0.980
C 0.2934 -7.5188 0.5596 0.314
C 1.3857 -6.8053 -0.2429 -1.242
H -0.4156 -6.5149 3.5903 0.177
H 1.1028 -5.7351 4.0464 0.492
H 0.4634 -5.5040 2.4244 0.265
H 1.5053 -8.0900 3.6656 0.443
H 2.3647 -7.1355 2.4659 0.250
H 0.6861 -10.1352 0.8690 0.342
H 1.3445 -10.0758 2.4729 0.426
H 2.7602 -9.3099 -0.1127 0.224
H 3.1833 -10.5399 1.0621 0.406
H 3.4106 -8.8443 1.4692 0.268
H -0.4574 -6.7747 0.8461 -0.729
H -0.2469 -8.1989 -0.1059 0.513
H 2.0978 -6.2777 0.3946 0.240
H 0.9292 -6.0619 -0.9026 0.435
H 1.9363 -7.4957 -0.8805 0.316
```

* HOMO level: -9.44 eV
* net charge: +1
* LUMO: -2.76 eV
* gap between HOMO and LUMO: 6.679 eV

Entry 3:
C7H14 | ωB97M-V with the def2-TZVPD basis set

Geometry as XYZ:
```
21
Properties=species:S:1:pos:R:3:mulliken_charge:R:1
C 1.5596 0.4030 1.4829 -0.906
C 0.5416 -0.3985 1.7842 0.011
C -0.8440 0.0678 2.1351 -0.362
C -1.8668 -0.2900 1.0522 -0.948
H 2.5399 0.0133 1.2199 0.295
H 1.4470 1.4863 1.4883 0.276
H 0.6923 -1.4800 1.7610 0.306
H -1.1489 -0.3853 3.0883 0.274
H -0.8331 1.1539 2.2882 0.281
H -1.6153 0.2068 0.1083 0.132
H -2.8757 0.0191 1.3461 0.362
H -1.8885 -1.3716 0.8710 0.289
C -0.2688 1.4471 -2.4528 -0.740
C 0.4468 0.4746 -1.8945 0.103
C 0.1621 -0.9914 -2.0324 -0.847
H -1.1342 1.2316 -3.0771 0.245
H -0.0152 2.4944 -2.3101 0.268
H 1.3024 0.7366 -1.2718 0.236
H -0.7176 -1.1705 -2.6596 0.280
H 1.0150 -1.5201 -2.4751 0.316
H -0.0175 -1.4405 -1.0475 0.131
```

* HOMO level: -9.50 eV
* LUMO: 1.17 eV
* relative energy (zero: lowest compared OMol25 entry of this formula, charge and spin): 36.9 kcal per mole
* structure (SMILES): C=CCC.C=CC
* gap between HOMO and LUMO: 10.671 eV

Question: The highest LUMO belongs to which entry?
Answer: C7H14

Question: The lowest gap between HOMO and LUMO belongs to which entry?
Answer: C38H75Br2F3N7O2S